The following is a DFT calculation (ωB97M-V/def2-TZVPD) of C32H31F3N2O3P2S3W as an isolated structure.

Structure (XYZ):
```
77
Properties=species:S:1:pos:R:3:lowdin_charge:R:1
W -1.8498 -0.0420 -0.4008 1.442
S -1.0587 0.1785 -2.7563 0.561
P 0.7386 0.0178 -1.7776 0.619
C 0.1191 -0.0906 -0.1375 -0.639
P 0.5719 0.4709 1.4522 0.611
S -1.3487 0.8481 1.9762 0.552
C 1.6140 1.9057 1.5697 -0.337
C 2.9064 1.8003 2.0942 -0.066
C 3.7060 2.9304 2.1696 -0.050
C 3.2226 4.1537 1.7259 -0.039
C 1.9325 4.2618 1.2158 -0.040
C 1.1201 3.1437 1.1432 -0.073
C 1.2923 -0.8680 2.3741 -0.365
C 2.4604 -1.4696 1.8923 -0.113
C 3.0454 -2.4988 2.6110 -0.046
C 2.4672 -2.9233 3.8050 -0.038
C 1.3094 -2.3246 4.2816 -0.044
C 0.7145 -1.2932 3.5680 -0.077
C 1.7900 1.4205 -2.0465 -0.351
C 3.0419 1.4002 -1.4237 -0.080
C 3.9047 2.4656 -1.6014 -0.052
C 3.5240 3.5327 -2.4103 -0.036
C 2.2877 3.5397 -3.0425 -0.038
C 1.4067 2.4836 -2.8585 -0.082
C 1.5848 -1.4583 -2.2920 -0.350
C 2.0471 -1.5224 -3.6067 -0.061
C 2.6973 -2.6661 -4.0378 -0.038
C 2.8890 -3.7319 -3.1629 -0.038
C 2.4278 -3.6650 -1.8554 -0.051
C 1.7674 -2.5248 -1.4156 -0.092
H 3.2868 0.8533 2.4550 0.102
H 4.7029 2.8564 2.5861 0.120
H 3.8484 5.0354 1.7967 0.122
H 1.5540 5.2220 0.8887 0.122
H 0.1098 3.2376 0.7722 0.085
H 2.9177 -1.1338 0.9657 0.103
H 3.9531 -2.9652 2.2482 0.120
H 2.9286 -3.7233 4.3695 0.121
H 0.8688 -2.6582 5.2124 0.121
H -0.1924 -0.8276 3.9340 0.090
H 3.3495 0.5521 -0.8196 0.108
H 4.8767 2.4607 -1.1245 0.120
H 4.2052 4.3624 -2.5568 0.121
H 2.0060 4.3697 -3.6783 0.122
H 0.4349 2.4904 -3.3353 0.090
H 1.9060 -0.6874 -4.2868 0.123
H 3.0593 -2.7284 -5.0559 0.122
H 3.4028 -4.6213 -3.5064 0.122
H 2.5831 -4.4992 -1.1816 0.117
H 1.3939 -2.4652 -0.4014 0.072
F -2.5479 2.8300 0.2219 0.023
C -2.0628 2.1143 -0.8193 -0.739
F -2.9979 2.2379 -1.8062 0.027
F -0.9673 2.7664 -1.2415 0.037
C -1.0202 -3.7701 0.6391 -0.080
S -2.3308 -2.7642 0.0568 0.545
O -2.4564 -1.5704 0.9781 -0.484
O -3.5120 -3.5124 -0.1558 -0.196
O -1.8107 -2.0165 -1.1710 -0.514
H -1.4648 -4.6189 1.1567 0.095
H -0.4036 -3.1689 1.3077 0.067
H -0.4556 -4.1037 -0.2323 0.081
C -6.6358 0.7962 2.4171 0.020
C -5.7499 0.4874 1.2592 -0.226
C -6.0213 -0.1208 0.0376 0.069
C -4.8327 -0.1324 -0.6689 -0.281
N -3.8675 0.4389 0.0980 -0.145
N -4.4523 0.7897 1.2530 0.080
C -4.6228 -0.5826 -2.0806 -0.003
H -7.5427 1.2885 2.0705 0.101
H -6.1471 1.4411 3.1472 0.092
H -6.9272 -0.1300 2.9130 0.102
H -6.9779 -0.4837 -0.3055 0.140
H -3.9280 1.2835 1.9564 0.124
H -5.5261 -1.0807 -2.4247 0.107
H -3.8175 -1.3019 -2.2183 0.055
H -4.4478 0.2782 -2.7231 0.092
```

For the LUMO energy, the calculation gives -7.72 eV. The value obtained for the energy above the lowest of the compared OMol25 structures with the same formula, charge and spin is 0.0 kJ/mol. For the HOMO-LUMO gap, the calculation gives 6.768 eV. The highest occupied orbital energy comes out at -0.5325 hartree. As for the charge: +2. For the total energy, the calculation gives -103859.2562 eV.



The following is a DFT calculation (ωB97M-V/def2-TZVPD) of C32H31IN3PPdS as an isolated structure.

Structure (XYZ):
```
70
Properties=species:S:1:pos:R:3:lowdin_charge:R:1
Pd 12.3803 11.0116 9.8546 0.439
I 12.4928 10.5237 12.3062 1.164
C 10.3877 10.0512 12.6812 -0.481
C 9.6308 10.8386 13.5719 -0.056
C 8.4266 10.3478 14.0953 0.042
C 8.2016 8.9772 13.8804 0.078
C 8.8364 8.2150 12.8999 -0.103
C 8.2447 7.0422 12.3127 0.101
C 8.8447 6.3830 11.2561 0.048
C 9.8872 6.9856 10.5006 -0.001
C 10.3239 8.2535 10.8600 -0.241
P 10.7612 9.3638 9.4915 0.973
C 11.1804 8.4381 7.9900 -0.382
C 10.5772 8.6939 6.6851 -0.027
C 10.9828 7.8295 5.6001 -0.016
C 11.7189 6.6550 5.8279 -0.008
C 12.1728 6.3618 7.1361 -0.028
C 11.9873 7.3179 8.1352 -0.159
C 9.2410 10.2394 9.1395 -0.374
C 9.0625 11.5395 9.6314 -0.115
C 7.9658 12.2818 9.1954 -0.060
C 6.9161 11.6791 8.5357 -0.011
C 6.9417 10.2840 8.2487 0.009
C 8.1567 9.6113 8.4757 -0.069
C 9.9023 8.8550 12.1237 -0.212
H 9.8711 11.9051 13.8299 0.150
H 7.5791 10.8954 14.4959 0.150
H 7.3137 8.4847 14.3062 0.160
H 7.2517 6.7118 12.5718 0.151
H 8.5301 5.3412 11.0284 0.161
H 10.3155 6.5118 9.6741 0.091
H 10.0717 9.6485 6.5094 0.113
H 10.6320 8.1031 4.6184 0.119
H 11.8864 5.9679 4.9640 0.147
H 12.8511 5.5315 7.3394 0.128
H 12.5038 7.1349 9.0740 0.112
H 9.8007 11.8771 10.3875 0.077
H 7.8973 13.3706 9.4702 0.143
H 6.0538 12.2912 8.2501 0.137
H 6.1597 9.7195 7.8591 0.105
H 8.1620 8.5387 8.3561 0.113
N 13.3052 10.7071 7.8653 -0.043
C 14.3567 11.7639 7.5455 -0.177
C 13.7694 13.1941 7.7427 -0.162
C 13.9049 13.6961 9.1484 -0.240
N 12.7759 13.1859 9.9438 -0.060
H 13.6798 9.7693 7.7880 0.083
H 12.5234 10.7932 7.2346 0.078
H 14.7881 11.5513 6.5659 0.130
H 15.1644 11.5565 8.2519 0.088
H 12.7874 13.2255 7.2802 0.126
H 14.4858 13.7502 7.1204 0.138
H 13.9516 14.8776 9.2542 0.186
H 14.8336 13.3484 9.5511 0.076
H 11.9385 13.6223 9.5762 0.102
H 12.8718 13.4808 10.9271 0.092
S 17.8798 12.8618 10.9837 1.207
C 16.4459 12.4483 11.7792 -0.365
N 15.8049 11.3655 11.3324 0.043
C 16.6292 10.6485 10.5114 -0.268
C 16.4014 9.4018 9.9212 -0.007
C 17.3150 8.8862 9.0576 0.036
C 18.5124 9.6549 8.7299 0.072
C 18.7453 10.8819 9.2192 -0.025
C 17.7935 11.3961 10.0499 -0.381
H 15.9790 13.0498 12.5918 0.130
H 15.4213 8.9266 10.0469 0.125
H 17.1918 7.8995 8.6474 0.133
H 19.1975 9.1846 8.0211 0.158
H 19.5982 11.4902 8.9254 0.157
```

For the LUMO energy (alpha / beta), the calculation gives -11.54 / -14.40 eV. For the HOMO-LUMO gap (alpha / beta), the calculation gives 6.783 / 4.683 eV. The highest occupied orbital energy (alpha / beta) comes out at -0.6735 / -0.7012 hartree. As for the multiplicity: 5. As for the charge: +4. For the total energy, the calculation gives -69817.5121 eV. As for the expectation value of S²: 6.0628.



The following is a DFT calculation (ωB97M-V/def2-TZVPD) of one molecule with the formula C32H31N5O4.

Structure (XYZ):
```
72
Properties=species:S:1:pos:R:3:lowdin_charge:R:1
O -0.6604 -1.9623 1.5041 0.085
C -1.8075 -1.7779 1.1320 -0.454
N -2.6387 -0.8939 1.7176 0.086
C -2.1314 0.0713 2.6682 -0.160
C -3.1889 1.1484 2.9038 -0.180
N -3.8152 1.5530 1.6567 -0.192
C -4.9954 2.3704 1.8814 -0.170
C -5.6663 2.6598 0.5383 -0.200
O -4.7943 3.3328 -0.3350 -0.130
C -3.6301 2.5668 -0.5480 -0.188
C -2.9050 2.2516 0.7589 -0.160
C -2.4257 -2.5624 0.0173 -0.060
C -3.6902 -3.1248 0.1337 -0.019
C -4.1968 -3.9228 -0.8772 -0.074
C -3.4456 -4.1653 -2.0157 -0.066
C -2.1933 -3.5945 -2.1587 0.012
C -1.6888 -2.7940 -1.1458 -0.123
N -0.4193 -2.1902 -1.2714 0.132
C 0.7607 -2.8658 -1.4583 -0.354
O 0.8844 -4.0243 -1.7529 0.131
C 1.8607 -1.8509 -1.1884 -0.133
C 2.6207 -2.1959 0.1054 -0.035
C 3.3531 -0.9673 0.5332 -0.099
C 2.9415 0.2914 0.1968 -0.163
N 3.7945 1.2246 0.7291 0.149
C 4.7752 0.5731 1.4255 -0.197
C 5.8605 1.0733 2.1318 -0.025
C 6.6981 0.1647 2.7427 -0.100
C 6.4657 -1.2108 2.6564 -0.101
C 5.3920 -1.7149 1.9581 -0.024
C 4.5282 -0.8196 1.3285 -0.113
C 1.7590 0.6238 -0.6512 -0.136
C 2.1143 1.3980 -1.9079 -0.161
C 3.3580 1.2620 -2.5099 -0.032
C 3.6427 1.9437 -3.6807 -0.076
C 2.6860 2.7584 -4.2612 -0.089
C 1.4399 2.8878 -3.6703 -0.076
C 1.1545 2.2099 -2.4987 -0.027
N 1.1204 -0.6271 -1.0192 0.075
C -0.2063 -0.8343 -0.9699 -0.431
O -1.0732 -0.0134 -0.7723 0.103
H -3.4660 -0.5858 1.2244 0.133
H -1.8944 -0.4353 3.6094 0.128
H -1.1979 0.5015 2.2873 0.117
H -3.9787 0.7375 3.5394 0.121
H -2.7288 1.9978 3.4377 0.128
H -5.6901 1.8259 2.5256 0.124
H -4.7379 3.3274 2.3690 0.131
H -6.5325 3.3099 0.6731 0.125
H -5.9886 1.7090 0.0859 0.126
H -2.9912 3.1571 -1.2059 0.126
H -3.8873 1.6214 -1.0472 0.129
H -2.0601 1.6062 0.5238 0.091
H -2.5410 3.1892 1.2151 0.134
H -4.2623 -2.9589 1.0347 0.116
H -5.1763 -4.3648 -0.7725 0.104
H -3.8370 -4.7980 -2.7978 0.106
H -1.5982 -3.7732 -3.0402 0.122
H 2.5571 -1.7748 -2.0314 0.174
H 3.2958 -3.0338 -0.0666 0.132
H 1.8950 -2.4848 0.8732 0.131
H 3.7158 2.2198 0.6096 0.167
H 6.0392 2.1365 2.1987 0.106
H 7.5520 0.5199 3.3003 0.098
H 7.1471 -1.8868 3.1516 0.097
H 5.2161 -2.7782 1.8975 0.110
H 1.0134 1.1977 -0.0821 0.165
H 4.1066 0.6249 -2.0609 0.117
H 4.6137 1.8354 -4.1409 0.104
H 2.9097 3.2895 -5.1744 0.102
H 0.6887 3.5176 -4.1231 0.104
H 0.1800 2.2977 -2.0403 0.109
```

For the LUMO energy, the calculation gives 0.63 eV. The value obtained for the energy above the lowest of the compared OMol25 structures with the same formula, charge and spin is 0.0 kJ/mol. For the HOMO-LUMO gap, the calculation gives 8.613 eV. The highest occupied orbital energy comes out at -0.2936 hartree. As for the charge: 0. For the total energy, the calculation gives -49330.4977 eV. As for the structure (SMILES): O=C(NCCN1CCOCC1)c1ccccc1N1C(=O)[C@@H]2Cc3c([nH]c4ccccc34)[C@@H](c3ccccc3)N2C1=O.



Calculated max |F|, 2.114; 3.605; 0.615 eV/A (same order as the records).